Formula: C12H28Cl12N2O3
Source: the Open Molecules 2025 dataset
Level of theory: ωB97M-V/def2-TZVPD

```
57
C12H28Cl12N2O3 | the Open Molecules 2025 dataset | ωB97M-V/def2-TZVPD
H -27.39 1.64 -14.68
H -30.44 -3.02 -13.62
Cl -27.20 -0.80 -14.95
H -25.66 -8.18 -17.48
Cl -25.81 -0.48 -12.01
H -27.79 0.50 -12.31
O -22.68 -0.63 -15.63
H -31.31 -4.67 -13.33
Cl -27.47 -2.84 -18.06
C -30.52 -3.96 -13.09
C -21.61 -6.08 -16.07
H -27.01 -0.73 -19.02
C -26.79 0.81 -14.31
H -27.04 -8.47 -18.66
Cl -23.60 -5.50 -10.52
N -25.93 -3.88 -15.78
H -24.94 -3.62 -10.24
H -25.63 -8.03 -20.71
H -30.08 -4.58 -11.01
H -28.66 -0.83 -18.45
Cl -29.50 -2.39 -11.05
H -26.65 1.72 -12.44
H -26.24 -3.89 -16.74
H -28.66 -0.78 -21.02
Cl -29.35 -3.07 -20.74
C -25.04 -4.48 -10.90
H -21.23 -6.98 -16.56
Cl -24.38 -9.69 -19.59
H -24.38 -7.33 -19.64
O -23.87 -2.04 -14.72
C -26.12 -7.92 -18.43
Cl -28.92 -4.66 -13.63
C -26.82 0.70 -12.78
C -30.54 -3.73 -11.52
N -22.90 -1.37 -14.67
C -25.18 -8.07 -19.72
Cl -26.69 -6.22 -18.45
H -25.26 -3.16 -15.58
H -25.56 -4.81 -15.62
H -31.52 -3.44 -11.13
O -22.28 -1.22 -13.61
H -26.67 -3.72 -15.11
C -27.89 -1.37 -19.02
Cl -25.49 -5.53 -13.35
C -21.47 -5.96 -14.54
H -27.34 -2.00 -20.88
H -25.92 -5.07 -10.64
H -24.12 -3.85 -12.86
C -28.28 -1.64 -20.47
H -20.43 -6.18 -14.26
H -21.01 -5.28 -16.51
Cl -21.76 -4.24 -14.04
H -25.81 1.10 -14.67
H -22.14 -6.64 -14.03
C -25.04 -4.15 -12.35
Cl -23.35 -5.86 -16.45
H -25.82 -3.41 -12.53
```

Calculated values
HOMO-LUMO gap	7.50	eV
LUMO level	0.20	eV
total energy	-172285.823	eV

Here are the Löwdin charges for atoms 1 to 8, given in e:
1. H 0.08
2. H 0.05
3. Cl 0.55
4. H 0.06
5. Cl 0.61
6. H 0.05
7. O -0.05
8. H 0.07